(1)
43
Properties=species:S:1:pos:R:3:lowdin_charge:R:1 method="wB97M-V/def2-TZVPD" lumo_energy_ev=-0.46 homo_lumo_gap_ev=7.97 e_above_lowest_kcal_mol=17.1 e_homo_ev=-8.4
H -1.017 -1.823 3.261 0.09
N 0.062 -1.787 1.412 -0.12
B 1.239 -2.535 -0.779 -0.50
N 0.630 -2.782 0.637 -0.01
C 0.390 -3.986 1.209 -0.06
Sr -1.247 0.385 1.286 1.65
H 0.745 -4.889 0.733 0.12
C -0.340 -3.784 2.376 -0.07
H -0.698 -4.536 3.051 0.09
C -0.517 -2.391 2.479 -0.19
H 1.150 -3.574 -1.391 0.11
C 2.938 3.657 -0.728 -0.05
H 2.180 4.381 -0.412 0.02
H 2.471 2.675 -0.860 0.01
H 3.367 3.985 -1.680 0.02
N 2.768 -2.194 -0.823 -0.07
N 0.356 -1.478 -1.512 -0.02
N 3.214 -0.917 -0.562 0.05
N -0.353 -0.469 -0.882 -0.13
C 3.816 -2.997 -1.140 -0.11
C -0.013 -1.542 -2.813 -0.06
H 3.665 -4.036 -1.397 0.11
H 0.435 -2.283 -3.461 0.13
C 4.985 -2.234 -1.071 -0.09
C -0.984 -0.571 -3.043 -0.06
C 4.554 -0.942 -0.677 -0.17
C -1.158 0.098 -1.818 -0.16
H 5.986 -2.554 -1.277 0.07
H -1.503 -0.388 -3.966 0.09
H 5.185 -0.083 -0.481 0.09
H -1.813 0.936 -1.580 0.10
H 3.704 3.597 0.007 0.00
O -1.449 2.770 1.926 -0.18
C -2.687 2.821 1.649 -0.54
C -3.629 3.982 1.910 -0.09
C -4.968 3.500 1.367 -0.09
C -4.667 2.132 0.749 -0.49
O -5.425 1.459 0.075 0.06
N -3.339 1.781 1.061 -0.03
H -3.667 4.187 2.985 0.12
H -3.265 4.879 1.395 0.13
H -5.709 3.374 2.168 0.12
H -5.393 4.174 0.613 0.12

---

(2)
12
Properties=species:S:1:pos:R:3:lowdin_charge:R:1 method="wB97M-V/def2-TZVPD" lumo_energy_ev=1.10 smiles="C/C=C/C(F)F" homo_lumo_gap_ev=11.51 e_above_lowest_kcal_mol=5.2 e_homo_ev=-10.4
C 0.650 1.589 0.956 -0.09
C 0.517 0.377 0.043 -0.16
C -0.558 -0.280 -0.184 -0.08
C -0.636 -1.597 -0.871 -0.40
F -1.772 -1.732 -1.573 0.06
F 0.431 -1.698 -1.756 0.02
H 1.040 2.476 0.476 0.07
H 1.294 1.375 1.790 0.06
H -0.365 1.827 1.361 0.08
H 1.503 0.110 -0.430 0.13
H -1.521 0.007 0.354 0.14
H -0.581 -2.455 -0.166 0.16

---

(3)
7
Properties=species:S:1:pos:R:3:lowdin_charge:R:1 method="wB97M-V/def2-TZVPD" lumo_energy_ev=-0.22 homo_lumo_gap_ev=9.58 e_above_lowest_kcal_mol=0.0 e_homo_ev=-9.8
C -2.416 0.144 -0.241 -1.45
C 1.756 -0.130 0.176 -0.98
F 1.060 0.882 -0.280 0.06
F 1.552 -0.190 1.503 0.03
S -1.594 -0.844 0.585 0.77
S -3.045 1.243 -1.092 0.76
S 2.686 -1.105 -0.651 0.81

---

(4)
69
Properties=species:S:1:pos:R:3:lowdin_spin:R:1 method="wB97M-V/def2-TZVPD" lumo_energy_ev="-5.26 / -6.66" homo_lumo_gap_ev="7.07 / 5.66" spin_multiplicity=5 total_charge=+2 s2=6.01 e_homo_ev="-12.3 / -12.3"
Rh 1.401 -2.463 -1.155 2.85
F -4.262 0.842 0.762 0.00
C -3.026 1.363 0.670 0.00
C -2.002 0.562 0.264 0.00
C -0.696 1.072 0.215 0.01
C 0.404 0.230 -0.213 0.01
O 0.120 -0.971 -0.558 0.17
C 1.687 0.798 -0.218 0.01
C 1.820 2.116 0.169 0.00
N 0.816 2.911 0.530 0.01
C 1.089 4.287 0.914 0.00
C 2.088 5.072 0.124 0.00
C 0.629 5.394 0.010 0.00
C -0.477 2.407 0.583 0.00
C -1.553 3.217 0.972 0.00
C -2.838 2.716 1.018 0.00
N -3.904 3.559 1.398 0.00
C -3.892 4.095 2.747 0.00
C -4.649 5.408 2.797 0.00
N -6.049 5.183 2.290 0.00
C -6.040 4.588 0.905 0.00
C -5.251 3.292 0.928 0.00
C 2.984 0.141 -0.659 0.02
O 4.016 0.756 -0.520 0.01
O 2.909 -1.084 -1.072 0.24
H -2.194 -0.467 0.000 0.00
H 2.814 2.545 0.163 0.00
H 1.052 4.439 1.986 0.00
H 2.556 4.598 -0.727 0.00
H 2.731 5.740 0.678 0.00
H 0.137 5.105 -0.909 0.00
H 0.255 6.298 0.469 0.00
H -1.382 4.259 1.200 0.00
H -2.871 4.277 3.076 0.00
H -4.339 3.385 3.463 0.00
H -4.201 6.150 2.138 0.00
H -4.719 5.804 3.809 0.00
H -6.576 6.058 2.298 0.00
H -6.537 4.544 2.924 0.00
H -5.577 5.328 0.254 0.00
H -7.075 4.427 0.608 0.00
H -5.227 2.904 -0.089 0.00
H -5.775 2.550 1.547 0.00
C 2.955 -4.284 3.209 0.00
C 3.673 -4.515 2.047 0.01
C 3.220 -3.964 0.864 0.01
N 2.119 -3.213 0.812 0.14
C 1.426 -2.985 1.930 0.01
C 1.811 -3.503 3.151 0.01
H 3.282 -4.709 4.149 0.00
H 4.572 -5.113 2.049 0.00
H 3.749 -4.116 -0.068 0.00
H 0.539 -2.370 1.831 0.00
H 1.221 -3.301 4.033 0.00
O 3.435 -4.117 -5.073 0.01
C 3.218 -5.366 -4.621 0.00
C 3.695 -6.483 -5.305 0.00
C 3.459 -7.752 -4.818 0.00
C 2.746 -7.946 -3.634 0.00
C 2.279 -6.847 -2.950 0.01
C 2.502 -5.547 -3.428 0.01
C 1.965 -4.442 -2.651 0.03
O 1.445 -4.621 -1.500 0.18
O 1.983 -3.223 -3.041 0.25
H 3.944 -4.154 -5.891 0.00
H 4.252 -6.345 -6.224 0.00
H 3.834 -8.605 -5.367 0.00
H 2.563 -8.943 -3.262 0.00
H 1.722 -6.966 -2.031 0.00

---

(5)
74
Properties=species:S:1:pos:R:3:lowdin_spin:R:1 method="wB97M-V/def2-TZVPD" lumo_energy_ev="0.56 / 0.47" homo_lumo_gap_ev="8.75 / 8.66" spin_multiplicity=2 s2=0.75 e_homo_ev="-8.2 / -8.2"
C 1.183 -1.870 0.727 0.02
C 0.580 -0.914 -0.299 0.03
C 1.109 -1.304 -1.682 0.00
C -0.946 -0.947 -0.374 0.00
C -1.720 -0.147 0.719 0.00
C -2.571 0.909 -0.009 0.00
C -3.715 1.721 0.659 0.00
N -4.996 1.111 0.311 0.00
N -3.558 1.869 2.104 0.00
N -3.661 3.102 0.125 0.00
P -2.668 -1.431 1.626 0.00
S -4.059 -2.418 0.691 0.00
C -0.765 0.490 1.741 0.00
C 0.513 1.160 1.193 0.03
C 0.259 2.641 0.844 0.01
C 1.576 1.117 2.284 0.01
N 0.981 0.497 -0.051 0.39
O 2.170 0.801 -0.386 0.50
H 2.241 -1.654 0.872 0.00
H 1.124 -2.882 0.323 0.00
H 0.669 -1.879 1.685 0.00
H 0.981 -0.489 -2.390 0.00
H 0.591 -2.201 -2.015 0.00
H 2.173 -1.532 -1.627 0.00
H -1.296 -1.980 -0.422 0.00
H -1.213 -0.508 -1.337 0.00
H -1.839 1.617 -0.395 0.00
H -3.024 0.429 -0.878 0.00
H -5.634 1.196 1.091 0.00
H -5.418 1.651 -0.434 0.00
H -4.087 1.149 2.585 0.00
H -4.011 2.741 2.356 0.00
H -3.328 3.030 -0.832 0.00
H -2.899 3.568 0.610 0.00
H -3.042 -0.863 2.856 0.00
H -1.616 -2.276 2.010 0.00
H -0.444 -0.289 2.443 0.00
H -1.295 1.229 2.332 0.00
H -0.172 2.757 -0.146 0.00
H -0.374 3.108 1.596 0.00
H 1.209 3.175 0.835 0.00
H 2.484 1.620 1.964 0.00
H 1.184 1.648 3.154 0.00
H 1.807 0.100 2.597 0.00
O 3.226 -5.517 3.491 0.00
S 3.483 -5.319 2.098 0.00
O 2.394 -5.085 1.202 0.00
O 4.357 -6.531 1.562 0.00
C 3.879 -7.868 1.847 0.00
C 2.749 -8.289 0.931 0.00
C 4.689 -4.057 1.884 0.00
H 3.593 -7.927 2.897 0.00
H 4.753 -8.500 1.703 0.00
H 1.846 -7.711 1.120 0.00
H 2.524 -9.343 1.093 0.00
H 3.029 -8.145 -0.112 0.00
H 5.531 -4.263 2.539 0.00
H 4.211 -3.118 2.155 0.00
H 4.993 -4.040 0.841 0.00
O -1.220 3.155 -3.548 0.00
S -0.278 4.149 -3.126 0.00
O -0.381 4.684 -1.803 0.00
O -0.278 5.334 -4.180 0.00
C -1.561 5.903 -4.540 0.00
C -2.093 6.852 -3.487 0.00
C 1.362 3.582 -3.401 0.00
H -2.262 5.094 -4.748 0.00
H -1.369 6.426 -5.474 0.00
H -2.358 6.325 -2.572 0.00
H -2.983 7.354 -3.866 0.00
H -1.344 7.603 -3.236 0.00
H 1.436 3.207 -4.417 0.00
H 1.542 2.785 -2.681 0.00
H 2.047 4.408 -3.231 0.00

---

(6)
6
Properties=species:S:1:pos:R:3:lowdin_charge:R:1 method="wB97M-V/def2-TZVPD" lumo_energy_ev=-2.10 homo_lumo_gap_ev=8.85 e_above_lowest_kcal_mol=57.3 e_homo_ev=-11.0
N 1.012 0.063 0.251 -0.55
O 1.030 -0.606 -0.721 0.06
O 1.928 0.565 0.871 0.11
O -0.187 0.232 0.805 -0.28
S -1.781 -0.561 -0.105 0.83
H -2.002 0.307 -1.102 -0.16

---

(7)
15
Properties=species:S:1:pos:R:3:lowdin_charge:R:1 method="wB97M-V/def2-TZVPD" lumo_energy_ev=-0.38 homo_lumo_gap_ev=8.12 e_above_lowest_kcal_mol=201.3 e_homo_ev=-8.5
C -0.132 -1.841 1.137 -0.19
N -0.912 -1.251 0.155 -0.19
N -0.727 0.192 0.179 0.04
C 0.061 0.765 -0.613 -0.42
C 1.160 0.049 -1.470 -0.06
O 1.839 0.719 -2.326 0.01
N 0.070 2.040 -0.552 -0.08
O -0.392 2.821 0.496 -0.11
H 0.145 -1.430 2.144 0.07
H -0.513 -2.962 1.457 0.13
H 0.818 -1.842 0.339 0.10
H -1.916 -1.258 0.355 0.11
H 1.022 -1.101 -1.222 0.12
H 0.883 2.804 -0.914 0.26
H -1.405 2.296 0.834 0.24

---

(8)
14
Properties=species:S:1:pos:R:3:lowdin_charge:R:1 method="wB97M-V/def2-TZVPD" lumo_energy_ev="-0.45 / 0.55" homo_lumo_gap_ev="7.01 / 8.48" e_above_lowest_kcal_mol=64.6 e_homo_ev="-7.5 / -7.9"
C 1.732 -0.756 -0.208 -0.70
C -0.406 1.666 0.098 -0.14
C -1.445 -0.709 0.204 -0.12
C -0.700 0.353 -0.498 -0.19
N 1.710 -1.917 0.140 0.02
Br 3.122 0.556 -0.404 0.56
H -1.137 2.410 -0.245 0.08
H -0.443 1.628 1.184 0.08
H 0.575 2.028 -0.223 0.04
H -1.703 -0.410 1.217 0.08
H -0.849 -1.625 0.252 0.05
H -2.358 -0.961 -0.342 0.08
H -0.584 0.256 -1.568 0.09
H 2.486 -2.519 0.395 0.06

---

(9)
7
Properties=species:S:1:pos:R:3:lowdin_charge:R:1 method="wB97M-V/def2-TZVPD" lumo_energy_ev="-3.17 / -3.18" homo_lumo_gap_ev="7.80 / 7.52" e_above_lowest_kcal_mol=56.1 e_homo_ev="-11.0 / -10.7"
C 0.790 -0.754 0.619 -0.44
N 1.113 -1.609 1.310 0.23
N 0.650 0.442 0.060 -0.02
N -0.572 0.796 0.061 -0.83
F 1.026 -0.344 -1.652 -0.33
Cl -1.019 2.030 -1.038 0.71
Br -1.988 -0.562 0.639 0.68

---

(10)
155
Properties=species:S:1:pos:R:3:lowdin_charge:R:1 method="wB97M-V/def2-TZVPD" lumo_energy_ev=0.21 homo_lumo_gap_ev=8.14 e_homo_ev=-7.9
C 3.886 5.321 -0.260 -0.09
C 3.712 4.916 -1.789 -0.14
C 4.299 3.497 -2.120 -0.41
O 5.445 3.413 -2.564 0.09
O 3.618 2.281 -1.900 -0.06
C 2.399 2.204 -2.706 -0.15
C 1.425 1.061 -2.192 -0.07
C 0.212 1.581 -1.302 -0.25
C -0.752 2.460 -2.198 -0.12
C -1.829 1.664 -3.047 -0.26
C -1.313 1.115 -4.441 -0.54
S -2.766 0.610 -5.508 0.62
C 0.948 2.703 -0.404 -0.34
O 0.910 3.919 -0.553 0.09
N 1.660 1.882 0.563 0.12
C 0.981 0.565 0.754 -0.19
N 0.942 0.363 2.228 0.05
C 1.306 -0.996 2.664 -0.38
C 2.638 -1.761 2.334 -0.02
O 0.503 -1.578 3.400 0.09
C 1.789 1.306 2.963 -0.40
C 1.079 2.537 3.684 0.01
O 3.008 1.209 3.119 0.06
C -0.359 0.708 -0.093 -0.11
C -0.872 -0.676 -0.766 -0.04
C -0.490 -1.983 0.034 -0.38
C -0.843 -3.219 -0.931 -0.06
O -1.376 -2.096 1.159 -0.05
B -1.726 1.199 0.644 -0.45
O -1.895 1.189 2.084 0.08
N -2.942 1.657 -0.121 -0.13
C -3.262 3.044 0.369 -0.12
C -4.121 0.791 0.165 -0.09
H 3.237 4.689 0.414 0.06
H 3.578 6.406 -0.083 0.05
H 4.961 5.247 0.084 0.09
H 4.334 5.661 -2.377 0.12
H 2.649 5.041 -2.141 0.10
H 1.902 3.199 -2.867 0.11
H 2.749 1.865 -3.736 0.14
H 2.081 0.280 -1.719 0.10
H 1.006 0.580 -3.132 0.11
H -0.219 3.156 -2.911 0.12
H -1.329 3.139 -1.496 0.11
H -2.332 0.819 -2.507 0.09
H -2.657 2.409 -3.287 0.10
H -0.767 0.138 -4.236 0.06
H -0.621 1.809 -4.996 0.07
H -2.893 -0.775 -5.349 -0.19
H 2.669 1.877 0.391 0.14
H 1.647 -0.235 0.318 0.14
H 3.144 -2.114 3.283 0.08
H 2.385 -2.666 1.698 0.07
H 3.385 -1.122 1.776 0.07
H -0.022 2.301 3.832 0.07
H 1.516 2.541 4.732 0.09
H 1.257 3.507 3.151 0.08
H -2.011 -0.658 -0.797 0.12
H -0.538 -0.809 -1.830 0.12
H 0.604 -2.100 0.272 0.10
H -0.418 -3.049 -1.970 0.07
H -1.961 -3.382 -0.981 0.09
H -0.356 -4.159 -0.512 0.03
H -1.221 -2.968 1.564 0.10
H -1.502 2.050 2.355 0.08
H -2.319 3.644 0.579 0.08
H -3.812 2.967 1.343 0.04
H -3.909 3.617 -0.359 0.10
H -4.343 0.104 -0.711 0.09
H -4.049 0.186 1.114 0.10
H -5.018 1.482 0.274 0.08
C -5.784 2.356 -8.082 -0.07
C -6.162 0.958 -7.746 -0.27
N -6.454 -0.138 -7.480 0.11
H -5.611 2.445 -9.155 0.08
H -6.585 3.036 -7.792 0.08
H -4.872 2.630 -7.550 0.07
C -5.184 4.240 4.663 -0.06
C -4.164 4.474 3.607 -0.23
N -3.369 4.658 2.775 0.14
H -5.932 3.532 4.305 0.03
H -4.708 3.834 5.556 0.08
H -5.682 5.174 4.925 0.04
C -4.610 -4.371 -5.258 -0.08
C -3.480 -3.416 -5.099 -0.21
N -2.600 -2.662 -4.974 0.11
H -5.507 -3.834 -5.566 0.07
H -4.363 -5.115 -6.015 0.05
H -4.805 -4.876 -4.314 0.05
C 4.944 -2.083 -0.764 -0.07
C 3.596 -2.223 -1.380 -0.24
N 2.542 -2.332 -1.865 0.15
H 5.092 -1.057 -0.424 0.07
H 5.033 -2.756 0.090 0.04
H 5.714 -2.330 -1.495 0.08
C 5.686 -3.606 5.076 -0.10
C 5.678 -3.426 3.596 -0.22
N 5.671 -3.285 2.440 0.14
H 5.434 -2.666 5.565 0.07
H 4.957 -4.362 5.361 0.07
H 6.675 -3.924 5.402 0.07
C -8.276 4.784 1.368 -0.06
C -7.578 3.638 2.010 -0.23
N -7.031 2.741 2.513 0.14
H -9.337 4.760 1.620 0.08
H -7.847 5.723 1.720 0.08
H -8.165 4.725 0.285 0.08
C 8.199 -0.909 1.363 -0.06
C 9.491 -1.619 1.163 -0.25
N 10.502 -2.176 1.006 0.12
H 8.339 -0.069 2.045 0.08
H 7.830 -0.533 0.408 0.08
H 7.462 -1.593 1.786 0.04
C 1.580 8.184 2.633 -0.06
C 2.613 8.494 1.608 -0.26
N 3.420 8.737 0.804 0.12
H 0.856 7.478 2.226 0.08
H 2.052 7.745 3.512 0.08
H 1.062 9.098 2.925 0.08
C -8.138 -5.354 -7.317 -0.06
C -6.940 -6.203 -7.078 -0.27
N -5.999 -6.864 -6.890 0.13
H -8.838 -5.462 -6.488 0.08
H -7.841 -4.308 -7.400 0.08
H -8.629 -5.660 -8.242 0.08
C 7.844 -3.740 8.855 -0.05
C 6.501 -3.878 8.229 -0.23
N 5.449 -3.985 7.739 0.13
H 7.990 -2.715 9.196 0.08
H 7.926 -4.415 9.707 0.08
H 8.619 -3.988 8.128 0.08
C 0.565 -7.671 0.533 -0.06
C 0.966 -6.247 0.694 -0.23
N 1.279 -5.132 0.820 0.15
H 0.555 -8.164 1.505 0.08
H -0.431 -7.727 0.094 0.08
H 1.272 -8.183 -0.120 0.08
C 11.073 -5.380 -0.679 -0.08
C 12.365 -6.090 -0.878 -0.27
N 13.377 -6.647 -1.034 0.11
H 11.212 -4.540 0.004 0.04
H 10.705 -5.005 -1.634 0.08
H 10.336 -6.063 -0.257 0.08
C -5.361 7.951 6.829 -0.06
C -6.600 7.189 6.514 -0.27
N -7.584 6.594 6.267 0.12
H -5.434 8.960 6.424 0.08
H -5.227 8.008 7.909 0.08
H -4.497 7.451 6.389 0.08
C -6.553 -8.274 -3.146 -0.06
C -6.835 -6.855 -3.490 -0.25
N -7.057 -5.745 -3.762 0.14
H -5.523 -8.520 -3.408 0.08
H -6.697 -8.432 -2.077 0.08
H -7.227 -8.930 -3.698 0.08

---

(11)
71
Properties=species:S:1:pos:R:3:lowdin_charge:R:1 method="wB97M-V/def2-TZVPD" lumo_energy_ev=-10.20 homo_lumo_gap_ev=6.08 total_charge=+3 e_above_lowest_kcal_mol=18.3 e_homo_ev=-16.3
Tl -4.194 2.360 -1.241 1.02
P -1.438 -2.572 0.949 0.87
P 1.735 -0.993 1.877 0.72
P 1.834 -1.890 -0.883 0.69
H -4.133 3.538 -3.935 0.08
C -3.692 2.526 -3.974 -0.14
C -4.403 1.390 -3.684 -0.21
H -5.480 1.277 -3.846 0.09
C -2.703 -1.866 2.009 -0.19
C -0.338 -3.611 1.936 -0.21
C -2.214 -3.669 -0.232 -0.19
C 2.639 0.601 1.841 -0.28
C 0.791 -0.643 3.423 -0.25
C 3.078 -2.049 2.566 -0.25
C 1.151 -2.151 -2.562 -0.27
C 2.324 -3.654 -0.553 -0.20
C 3.471 -1.179 -1.253 -0.22
H -2.697 2.433 -4.457 0.06
H -3.876 0.483 -3.389 0.05
H -3.126 -0.982 1.510 0.05
H -2.220 -1.550 2.946 0.06
H -3.497 -2.606 2.190 0.09
H -0.072 -3.120 2.880 0.03
H 0.549 -3.880 1.348 0.02
H -0.871 -4.547 2.168 0.09
H -2.929 -3.084 -0.819 0.07
H -2.735 -4.483 0.287 0.09
H -1.428 -4.074 -0.877 0.06
H 3.112 0.781 2.817 0.07
H 1.921 1.401 1.621 0.02
H 3.406 0.547 1.061 0.04
H 1.468 -0.243 4.192 0.07
H 0.324 -1.554 3.814 0.03
H 0.028 0.118 3.215 0.04
H 3.472 -1.600 3.487 0.07
H 3.887 -2.140 1.833 0.04
H 2.680 -3.046 2.787 0.05
H 1.812 -2.821 -3.133 0.07
H 1.076 -1.183 -3.072 0.04
H 0.156 -2.606 -2.486 0.05
H 2.933 -3.990 -1.405 0.08
H 1.425 -4.284 -0.502 0.04
H 2.918 -3.736 0.366 0.05
H 3.894 -1.769 -2.077 0.08
H 4.135 -1.261 -0.382 0.06
H 3.358 -0.135 -1.567 0.03
C 0.878 1.480 -2.196 -0.57
C -0.159 1.795 -3.100 -0.15
C 0.086 2.604 -4.208 -0.06
C 1.366 3.142 -4.425 -0.03
C 2.395 2.890 -3.510 -0.04
C 2.145 2.093 -2.377 -0.10
Se 0.356 0.340 -0.722 0.80
H -0.669 -1.502 0.310 -0.10
H -1.152 1.389 -2.903 0.06
H -0.732 2.823 -4.903 0.10
H 1.559 3.774 -5.300 0.13
H 3.391 3.320 -3.682 0.13
H 2.932 1.965 -1.619 0.11
C -0.694 4.571 3.166 0.00
N -1.475 3.451 2.643 -0.13
C -2.197 2.533 3.397 -0.04
C -2.876 1.742 2.498 -0.16
N -2.586 2.168 1.211 -0.09
C -1.720 3.197 1.323 -0.18
H -1.268 5.512 3.123 0.11
H -0.438 4.359 4.212 0.10
H 0.222 4.694 2.569 0.10
H -2.160 2.529 4.473 0.13
H -3.516 0.897 2.705 0.09
H -1.220 3.750 0.517 0.14

---

(12)
17
Properties=species:S:1:pos:R:3:lowdin_charge:R:1 method="wB97M-V/def2-TZVPD" lumo_energy_ev=0.94 smiles="CC[C@@H](O)CC=O" homo_lumo_gap_ev=10.30 e_above_lowest_kcal_mol=49.1 e_homo_ev=-9.4
C -2.151 -0.700 -0.398 -0.11
C -1.114 0.406 -0.545 -0.21
C -0.001 0.209 0.487 -0.30
O 0.567 -1.167 0.248 -0.08
C 1.245 1.090 0.329 -0.08
C 2.256 -0.033 0.024 -0.33
O 3.042 -0.555 0.789 0.02
H -2.928 -0.617 -1.159 0.07
H -1.656 -1.669 -0.490 0.07
H -2.630 -0.659 0.589 0.08
H -0.652 0.386 -1.542 0.12
H -1.595 1.396 -0.465 0.12
H -0.408 0.229 1.505 0.15
H 0.989 -1.556 1.043 0.12
H 1.520 1.676 1.208 0.12
H 1.239 1.743 -0.559 0.12
H 2.279 -0.179 -1.062 0.13